# 1
DFT (the ωB97M-V functional and the def2-TZVPD basis) results for a single C3H7NOS molecule.

Geometry as ORCA input:
```
! RIJCOSX wB97M-V def2-TZVPD def2/J DEFGRID3
* xyz 0 1
C -1.06 -1.76 -1.66
C -0.22 -0.78 -0.94
C 0.28 0.83 1.42
H -0.82 -1.84 -2.70
H -0.90 -2.76 -1.17
H -2.09 -1.39 -1.51
H 0.71 -1.10 -0.53
H -0.05 0.07 -1.58
H 0.00 0.98 2.47
H 2.63 0.94 -0.44
N 1.51 1.02 1.07
O 1.67 0.99 -0.33
S -1.09 0.02 0.48
*
```

Summary:
* HOMO-LUMO gap: 0.3480 hartree
* energy relative to the best compared isomer or geometry (same formula, charge and spin): 69.7 kcal per mole
* highest occupied orbital energy: -8.662 eV

Atomic partial charges in e from the natural (NBO) method, atoms 1 to 5: -0.625, -0.482, -0.098, 0.223, 0.212

---

# 2
DFT (the ωB97M-V functional and the def2-TZVPD basis) results for a single C3H7NOS molecule.

Geometry as ORCA input:
```
! RIJCOSX wB97M-V def2-TZVPD def2/J DEFGRID3
* xyz 0 1
C 1.08 2.09 -0.18
C 1.02 0.76 -0.05
C 0.02 -0.04 -0.77
N -0.58 -1.83 1.15
O -2.34 -1.13 -0.71
S -1.45 -0.56 0.31
H 1.79 2.77 0.36
H 1.54 0.13 0.75
H 0.44 2.48 -1.04
H -0.23 0.59 -1.69
H 0.46 -0.97 -1.26
H -1.20 -2.61 1.03
H -0.54 -1.67 2.11
*
```

Summary:
* HOMO-LUMO gap: 0.3559 hartree
* energy relative to the best compared isomer or geometry (same formula, charge and spin): 65.4 kcal per mole
* highest occupied orbital energy: -8.998 eV

Atomic partial charges in e from the natural (NBO) method, atoms 1 to 5: -0.386, -0.222, -0.643, -1.025, -0.950

---

# 3
DFT (the ωB97M-V functional and the def2-TZVPD basis) results for a single C3H7NOS molecule.

Geometry as ORCA input:
```
! RIJCOSX wB97M-V def2-TZVPD def2/J DEFGRID3
* xyz 0 1
O -1.43 -1.95 0.49
C -1.23 -1.08 -0.31
C 0.08 -0.34 -0.50
C -0.20 0.90 0.43
S 1.34 1.90 0.47
N 1.32 -0.97 -0.16
H -2.10 -0.65 -0.85
H 0.19 0.06 -1.51
H -0.58 0.56 1.39
H -1.02 1.48 0.00
H 0.81 3.13 0.45
H 1.30 -1.24 0.82
H 1.51 -1.80 -0.70
*
```

Summary:
* HOMO-LUMO gap: 0.3657 hartree
* energy relative to the best compared isomer or geometry (same formula, charge and spin): 30.4 kcal per mole
* highest occupied orbital energy: -9.210 eV

Atomic partial charges in e from the natural (NBO) method, atoms 1 to 5: -0.519, 0.424, -0.164, -0.517, -0.017

---

# 4
DFT (the ωB97M-V functional and the def2-TZVPD basis) results for a single C3H7NOS molecule.

Geometry as ORCA input:
```
! RIJCOSX wB97M-V def2-TZVPD def2/J DEFGRID3
* xyz 0 1
O 1.44 0.31 1.85
C 1.50 0.09 0.67
C 0.30 0.30 -0.28
C -0.81 -0.67 0.12
S -1.77 -1.32 -1.29
N -0.09 1.69 -0.28
H 2.40 -0.41 0.27
H 0.73 -0.01 -1.25
H -1.54 -0.12 0.71
H -0.44 -1.50 0.71
H -1.06 -2.43 -1.49
H -1.09 1.81 -0.13
H 0.42 2.27 0.37
*
```

Summary:
* HOMO-LUMO gap: 0.3693 hartree
* energy relative to the best compared isomer or geometry (same formula, charge and spin): 34.7 kcal per mole
* highest occupied orbital energy: -9.336 eV

Atomic partial charges in e from the natural (NBO) method, atoms 1 to 5: -0.514, 0.435, -0.161, -0.519, -0.033

---

Q: The lowest energy relative to the best compared isomer or geometry (same formula, charge and spin) belongs to which entry?
A: number 3